[1]
C25H47I2N3O7P2S as an isolated structure in a non-equilibrium geometry. Source: the Open Molecules 2025 dataset; level of theory: ωB97M-V with the def2-TZVPD basis set.

Last column: Mulliken charge in e.
Element x y z (Å)
C 2.9857 1.8113 3.6561  -0.739
C 3.6599 2.7384 2.4824  -0.515
P 2.5014 4.0517 1.7213  -0.138
C 2.8163 4.3369 -0.1403  -0.310
C 3.5429 5.8014 -0.4815  -0.935
C 0.6605 3.7503 2.1298  -0.077
C -0.4028 2.8637 1.2310  0.212
P 0.1987 1.9590 -0.3863  0.371
N -0.3558 2.6921 -1.7205  -0.655
C -2.0139 2.6976 1.6487  0.488
C -3.1062 1.8646 0.7542  -1.327
I -5.0676 2.9145 0.5701  0.196
C -3.3033 0.2927 1.1872  -0.039
C -3.6790 0.0511 2.7648  -0.721
I -4.9392 -0.5251 -0.0891  0.102
C -2.4387 3.4583 3.0746  0.169
N -3.7671 3.5069 3.7969  -0.374
S -3.6725 4.4866 5.2675  0.201
N -1.9848 4.9896 5.3229  -0.510
C -1.4475 4.3397 4.0649  0.286
C 0.0983 4.4642 3.5336  0.119
O 1.0413 5.2410 4.3824  -0.517
H 3.5567 0.7640 3.6204  0.182
H 1.8412 1.6042 3.5193  0.184
H 3.2344 2.2764 4.7244  0.306
H 4.2032 2.0690 1.6585  0.337
H 4.5476 3.3405 3.0064  0.347
H 1.8532 4.3018 -0.8173  0.219
H 3.5611 3.5017 -0.5076  0.317
H 3.9665 6.3136 0.4841  0.283
H 4.4204 5.6740 -1.2767  0.291
H 2.7308 6.5347 -0.9583  0.244
H -0.3561 0.6099 -0.3597  -0.051
H 1.6327 1.8176 -0.3284  0.050
H -0.9133 3.5486 -1.4310  0.276
H -2.6885 1.8456 -0.3641  0.516
H -2.3556 -0.3337 0.9036  0.176
H -2.6714 -0.2045 3.3202  0.225
H -4.2509 0.9767 3.2162  0.196
H -4.4383 -0.8652 2.8620  0.314
H 1.6077 5.8515 3.8139  0.362
C 1.4466 -1.7180 1.3977  -0.638
O 2.3936 -2.7680 1.2904  -0.335
C 3.7011 -2.3165 0.9354  -0.378
C 4.7718 -3.1058 1.7005  -0.318
O 4.8667 -2.7981 3.0980  -0.476
C 3.7499 -3.1638 3.9178  -0.094
C 3.5546 -4.6727 4.1137  -0.646
O 3.1239 -5.2947 2.9043  -0.272
C 3.7902 -6.5170 2.6318  -0.835
H 1.1360 -1.3897 0.4031  0.362
H 0.5738 -2.1015 1.9363  0.300
H 1.8486 -0.8740 1.9701  0.170
H 3.8238 -1.2446 1.1439  0.145
H 3.8219 -2.4832 -0.1406  0.420
H 5.7451 -2.8344 1.2770  0.426
H 4.6679 -4.1788 1.5480  0.087
H 2.8383 -2.6809 3.5693  -0.014
H 3.9581 -2.7301 4.9030  0.428
H 2.7732 -4.8410 4.8608  0.382
H 4.4880 -5.1163 4.4858  0.340
H 4.8683 -6.4330 2.8051  0.388
H 3.6363 -6.7618 1.5777  0.237
H 3.3682 -7.3176 3.2513  0.312
C -3.7857 -4.3316 -6.0765  -0.828
O -3.1513 -3.0650 -6.1403  -0.257
C -3.5460 -2.2912 -7.2738  -0.535
C -3.6878 -0.8109 -6.8948  -0.250
O -4.8275 -0.5015 -6.0811  -0.482
C -4.8347 -1.0321 -4.7501  -0.324
C -3.8033 -0.4123 -3.7984  0.085
O -2.4779 -0.7983 -4.1577  -0.330
C -1.5491 0.2731 -4.1167  -0.745
H -3.3248 -5.0186 -6.7900  0.313
H -3.6541 -4.7267 -5.0638  0.230
H -4.8621 -4.2495 -6.2662  0.377
H -4.4969 -2.6504 -7.6911  0.337
H -2.7631 -2.4019 -8.0320  0.397
H -3.8323 -0.2467 -7.8228  0.422
H -2.7760 -0.4202 -6.4461  0.027
H -4.7676 -2.1188 -4.7653  0.111
H -5.8291 -0.8011 -4.3504  0.397
H -3.9837 -0.7788 -2.7833  -0.190
H -3.9193 0.6800 -3.7958  0.370
H -1.9593 1.1769 -4.5796  0.361
H -0.6620 -0.0226 -4.6827  0.323
H -1.2607 0.4768 -3.0784  0.143

## Properties
Total energy ... -91085.809 eV
HOMO level ... -8.2 eV
HOMO-LUMO gap ... 0.225 Ha


[2]
C41H86GaN4O2 as an isolated structure. Source: the Open Molecules 2025 dataset; level of theory: ωB97M-V with the def2-TZVPD basis set.

Last column: Mulliken spin population.
Element x y z (Å)
C 10.7361 -0.0632 3.2158  0.001
C 11.5371 0.4012 2.0032  0.001
C 10.6837 1.2145 1.0303  0.003
C 10.4554 2.6656 1.4657  -0.002
C 10.2076 3.5932 0.2791  -0.001
C 8.8851 3.3528 -0.4543  0.001
C 7.6282 3.2650 0.4066  0.004
C 6.3807 2.8781 -0.4083  0.000
C 5.2237 3.8847 -0.3745  0.000
C 3.8536 3.2153 -0.4057  0.000
C 2.6754 4.1984 -0.3713  0.000
C 1.5108 3.7498 0.5192  0.000
C 0.1484 4.2433 0.0446  0.000
C -1.0292 3.6462 0.8123  0.000
C -2.4079 3.9674 0.2161  0.000
Ga -3.8056 2.5029 0.5070  0.000
C -5.0505 2.3566 -1.0966  0.000
C -5.0122 0.9902 -1.7981  0.000
C -5.9533 -0.0036 -1.1230  0.000
C -6.3310 -1.2471 -1.9324  0.001
C -5.1921 -2.0266 -2.5912  0.000
N -3.9971 -2.0724 -1.7455  0.000
C -4.7984 3.0104 2.2588  0.000
C -6.2671 2.7363 2.3449  0.000
C -7.1143 3.7253 3.1093  0.000
N -6.8663 1.7190 1.8631  0.000
H 10.3027 0.7882 3.7466  0.000
H 9.9082 -0.7013 2.8976  0.001
H 11.3542 -0.6244 3.9192  0.000
H 11.9467 -0.4733 1.4904  0.000
H 12.3889 1.0020 2.3389  0.000
H 9.7098 0.7206 0.9708  0.003
H 11.1257 1.1947 0.0285  0.002
H 11.3132 3.0348 2.0378  0.000
H 9.6017 2.6955 2.1476  0.000
H 11.0098 3.4237 -0.4483  0.000
H 10.2915 4.6391 0.5894  0.000
H 8.9596 2.4234 -1.0319  -0.001
H 8.7410 4.1526 -1.1891  0.000
H 7.7797 2.5255 1.1963  -0.002
H 7.4558 4.2236 0.9088  0.000
H 6.0037 1.9133 -0.0599  -0.001
H 6.6782 2.7209 -1.4509  0.000
H 5.3015 4.5580 -1.2360  0.000
H 5.3015 4.5170 0.5169  0.000
H 3.7937 2.6054 -1.3139  0.000
H 3.7843 2.5195 0.4384  0.000
H 3.0403 5.1786 -0.0447  0.000
H 2.2898 4.3382 -1.3864  0.000
H 1.4902 2.6546 0.5593  0.000
H 1.6836 4.1008 1.5429  0.000
H 0.1079 5.3383 0.1137  0.000
H 0.0382 4.0010 -1.0198  0.000
H -0.8805 2.5623 0.8938  0.000
H -0.9924 4.0351 1.8382  0.000
H -2.7901 4.8851 0.6810  0.000
H -2.3032 4.1918 -0.8539  0.000
H -3.0125 1.1030 0.7516  0.000
H -6.0900 2.5951 -0.8389  0.000
H -4.7264 3.1289 -1.8044  0.000
H -4.0043 0.5679 -1.7654  0.000
H -5.2810 1.0780 -2.8634  0.000
H -6.8879 0.5280 -0.9081  0.000
H -5.5298 -0.3000 -0.1582  0.000
H -6.8443 -1.9340 -1.2469  0.000
H -7.0605 -0.9501 -2.6928  0.000
H -4.9230 -1.5913 -3.5562  0.000
H -5.5663 -3.0398 -2.8052  0.000
H -3.2078 -2.4443 -2.2621  0.000
H -4.1480 -2.6845 -0.9502  0.000
H -4.3252 2.4987 3.1057  0.000
H -4.6317 4.0807 2.4356  0.000
H -6.8827 3.6395 4.1754  0.000
H -6.8752 4.7503 2.8172  0.000
H -8.1747 3.5216 2.9623  0.000
H -6.1841 1.1384 1.3718  0.000
C 9.1643 -3.2773 -2.2528  0.021
C 8.8564 -2.8437 -0.8098  0.006
C 8.1949 -3.9787 -0.0152  0.030
C 6.7346 -4.2276 -0.3845  -0.017
C 5.9205 -2.9387 -0.3124  0.032
C 6.5069 -1.8127 -1.1698  0.024
N 7.9486 -1.6474 -0.7728  0.411
O 8.1102 -0.9131 0.2567  0.515
C 6.3491 -2.1142 -2.6609  0.014
C 5.7867 -0.4995 -0.8901  -0.029
C 10.1715 -2.4489 -0.1460  -0.029
H 9.0848 -2.4384 -2.9424  -0.013
H 10.1865 -3.6522 -2.3062  0.001
H 8.5105 -4.0738 -2.6038  0.001
H 8.2539 -3.7338 1.0496  0.002
H 8.7880 -4.8852 -0.1671  0.001
H 6.6572 -4.6764 -1.3788  -0.001
H 6.3137 -4.9577 0.3094  0.001
H 4.8894 -3.1118 -0.6303  -0.002
H 5.8830 -2.5959 0.7258  0.002
H 6.8599 -1.3595 -3.2603  -0.007
H 5.2870 -2.0769 -2.9057  0.000
H 6.7135 -3.0927 -2.9554  0.001
H 5.7854 -0.2578 0.1688  0.002
H 4.7532 -0.5869 -1.2298  -0.001
H 6.2595 0.3242 -1.4263  0.009
H 10.6171 -1.5885 -0.6479  0.001
H 10.8612 -3.2923 -0.2183  -0.001
H 10.0353 -2.1971 0.9017  0.014
C -11.6323 -3.9746 2.0660  0.032
C -10.7315 -4.0280 0.8193  -0.014
C -9.5707 -3.0319 0.9363  0.038
C -9.9715 -1.5720 0.7285  -0.020
C -10.7490 -1.3934 -0.5737  0.039
C -11.9694 -2.3138 -0.6696  -0.008
N -11.5043 -3.7218 -0.4318  0.426
O -11.0512 -4.2949 -1.4759  0.519
C -13.0540 -1.8899 0.3232  0.023
C -12.5794 -2.2487 -2.0641  -0.008
C -10.1866 -5.4461 0.6950  -0.007
H -12.6704 -4.1884 1.8148  -0.018
H -11.3034 -4.7298 2.7801  0.002
H -11.5909 -3.0131 2.5744  0.000
H -8.8027 -3.2944 0.2023  0.003
H -9.1141 -3.1550 1.9224  -0.001
H -10.5562 -1.2054 1.5767  -0.001
H -9.0713 -0.9561 0.6999  -0.001
H -11.0820 -0.3572 -0.6767  0.001
H -10.0854 -1.5975 -1.4193  0.003
H -13.8769 -2.6066 0.3236  -0.010
H -13.4463 -0.9227 0.0063  0.001
H -12.6977 -1.7729 1.3405  0.001
H -11.8432 -2.4609 -2.8338  0.002
H -12.9747 -1.2437 -2.2230  0.000
H -13.3960 -2.9652 -2.1643  -0.003
H -10.9951 -6.1620 0.5394  -0.004
H -9.6706 -5.6966 1.6238  0.000
H -9.4867 -5.5371 -0.1302  0.004

## Properties
Charge ... -1
Multiplicity ... 3
Total energy ... -106341.343 eV
HOMO level (spin up / spin down) ... -4.6 / -4.6 eV
HOMO-LUMO gap (spin up / spin down) ... 0.236 / 0.231 Ha


[3]
C29H24BrN11O6S2SeV as an isolated structure in a non-equilibrium geometry. Source: the Open Molecules 2025 dataset; level of theory: ωB97M-V with the def2-TZVPD basis set.

Last column: Mulliken spin population.
Element x y z (Å)
V -0.1859 0.1024 -0.2470  2.721
N 4.3767 -1.3342 0.1540  -0.008
C 3.0260 -1.0319 0.2966  -0.005
S 2.0983 -2.2736 0.9763  -0.005
N 2.7553 0.1912 -0.0519  0.032
N 1.5785 0.8389 -0.0370  -0.134
C 1.7839 2.1410 -0.0262  0.196
C 0.8468 3.1785 0.1911  -0.016
C 1.3147 4.5030 0.2095  0.023
C 0.5033 5.5561 0.5574  -0.012
C -0.8286 5.3108 0.8852  0.035
C -1.3290 4.0313 0.8635  -0.011
C -0.5293 2.9147 0.5155  0.053
O -1.0170 1.7325 0.5355  -0.042
H 4.5622 -2.3230 0.1144  0.001
H 4.8658 -0.7701 -0.5239  0.000
H 2.8280 2.4533 -0.1010  -0.005
H 2.3536 4.6737 -0.0396  -0.001
H 0.8958 6.5630 0.5830  0.001
H -1.4634 6.1375 1.1779  0.004
H -2.3628 3.8359 1.1100  -0.001
N 0.2084 -7.6230 2.8630  0.000
C -0.4918 -6.4748 2.4841  0.000
C 0.0745 -5.5841 1.5750  0.003
C -0.6394 -4.4905 1.1302  0.003
C -1.9244 -4.2700 1.5844  -0.004
C -2.4913 -5.1394 2.4931  0.000
C -1.7833 -6.2364 2.9518  0.000
S -2.9146 -2.9221 0.9176  0.006
O -3.2709 -3.3357 -0.4254  0.002
O -4.0431 -2.6903 1.7899  0.001
N -1.9108 -1.6552 0.7501  0.032
C -1.1859 -1.3656 1.8054  0.012
N -1.4159 -1.9546 2.9894  -0.005
C -0.7080 -1.5402 4.0203  0.028
C 0.2457 -0.5373 3.9226  -0.009
C 0.4885 -0.0460 2.6493  0.067
N -0.1860 -0.4665 1.5928  -0.064
H 1.2040 -7.5465 2.7121  0.000
H -0.0199 -7.9684 3.7833  0.000
H 1.0873 -5.7331 1.2302  0.000
H -0.1651 -3.7886 0.4679  0.008
H -3.4867 -4.9211 2.8435  0.000
H -2.2263 -6.9108 3.6768  0.000
H -0.9284 -2.0284 4.9633  0.005
H 0.8076 -0.1898 4.7757  0.000
H 1.2742 0.6834 2.4718  0.006
Br -0.9408 -5.1071 -2.4429  0.000
C 0.0971 -3.5160 -2.3953  -0.028
C 1.2536 -3.4258 -3.1582  0.038
C 1.9399 -2.2213 -3.0780  -0.004
C 1.4885 -1.2328 -2.2276  0.071
N 0.4101 -1.3586 -1.4361  -0.172
C -0.3013 -2.4874 -1.5730  0.084
H 1.5773 -4.2405 -3.7869  0.004
H 2.8290 -2.0522 -3.6647  0.000
H 2.0101 -0.2870 -2.1919  -0.020
H -1.2139 -2.5637 -0.9990  0.020
O -0.2139 1.2854 -4.8279  0.001
N 0.8935 0.8621 -4.4909  -0.002
O 1.4352 -0.0433 -5.1070  0.001
O 1.4695 1.3795 -3.5162  0.002
Se -0.6428 2.3804 -2.3974  0.037
N -1.2075 0.8005 -1.9846  0.000
C -2.5477 0.7673 -2.1815  0.012
C -3.4048 -0.3095 -1.9234  -0.024
C -4.7471 -0.1722 -2.1830  0.020
C -5.2746 1.0076 -2.7215  -0.012
C -4.4624 2.0842 -2.9763  0.015
C -3.0910 1.9913 -2.6934  -0.010
N -2.2059 2.9967 -2.8353  0.047
H -3.0370 -1.2305 -1.4985  -0.001
H -5.4065 -0.9979 -1.9598  0.001
H -6.3363 1.0640 -2.9311  -0.001
H -4.8474 3.0102 -3.3791  0.000

## Properties
Charge ... -2
Multiplicity ... 4
Total energy ... -241884.504 eV
HOMO level (spin up / spin down) ... -1.2 / -2.2 eV
HOMO-LUMO gap (spin up / spin down) ... 0.201 / 0.235 Ha


[4]
One molecule with the formula C2H4N4S in a non-equilibrium geometry. Source: the Open Molecules 2025 dataset; level of theory: ωB97M-V with the def2-TZVPD basis set.

Last column: Mulliken charge in e.
Element x y z (Å)
C -0.4706 -0.4254 0.9743  0.512
C 1.3964 0.6999 -0.9823  0.040
H -0.8338 -0.9126 2.8016  0.246
H 1.3111 -0.8230 1.8314  0.353
H 2.0449 0.6811 -1.7784  0.351
H -0.0634 1.3114 -2.4659  0.306
N -1.2407 -0.9145 1.8370  -0.637
N 0.7967 0.0931 1.1621  -0.256
N 1.8011 0.1813 0.1087  -0.471
N 0.0355 0.9341 -1.4438  -0.363
S -1.1101 -0.2476 -0.7493  -0.083

## Properties
SMILES string ... [H]/N=C1\NN=CNS1
Total energy ... -18931.046 eV
HOMO level ... -8.7 eV
HOMO-LUMO gap ... 0.330 Ha


[5]
A 2-piece molecular cluster, H2 overall in a non-equilibrium geometry. Source: the Open Molecules 2025 dataset; level of theory: ωB97M-V with the def2-TZVPD basis set.

Last column: Mulliken charge in e.
Element x y z (Å)
H 0.0000 0.0000 1.2358  0.000
H 0.0000 0.0000 -1.2358  0.000

## Properties
Total energy ... -25.372 eV
HOMO level ... -9.8 eV
HOMO-LUMO gap ... 0.240 Ha